[1]
Density functional theory data (the ωB97M-V functional and the def2-TZVPD basis) for a molecular structure, C56H40AsBr2F10NO2P2Se2Sr at a distorted geometry.

Structure (XYZ):
```
117
Properties=species:S:1:pos:R:3
Sr -0.442 0.863 0.321
C -1.896 4.116 -0.287
C -2.522 3.080 -1.160
C -3.687 3.358 -1.900
C -4.264 2.366 -2.638
C -3.676 1.087 -2.681
C -4.207 -0.014 -3.380
Br -5.836 0.147 -4.369
C -3.571 -1.222 -3.368
C -2.353 -1.368 -2.709
Br -1.575 -3.104 -2.819
C -1.701 -0.337 -1.999
O -0.559 -0.427 -1.456
C -2.462 0.910 -1.962
N -1.941 1.902 -1.214
H -2.426 5.065 -0.336
H -0.862 4.275 -0.591
H -1.882 3.775 0.749
H -4.119 4.349 -1.862
H -5.176 2.542 -3.193
H -3.999 -2.073 -3.877
Se 0.665 5.062 2.027
P 1.861 4.439 0.377
Se 1.785 2.516 -0.622
C 1.719 5.741 -0.939
C 1.660 7.074 -0.541
C 1.638 8.084 -1.490
C 1.681 7.771 -2.843
C 1.725 6.445 -3.242
C 1.738 5.432 -2.292
C 3.636 4.760 0.779
C 4.015 5.220 2.031
C 5.326 5.612 2.263
C 6.266 5.540 1.246
C 5.899 5.035 0.005
C 4.591 4.645 -0.229
H 1.620 7.308 0.515
H 1.591 9.119 -1.171
H 1.678 8.565 -3.581
H 1.754 6.195 -4.296
H 1.759 4.392 -2.596
H 3.269 5.278 2.813
H 5.604 5.993 3.238
H 7.284 5.867 1.422
H 6.632 4.959 -0.789
H 4.299 4.250 -1.195
C 1.726 -4.510 -1.435
C 3.087 -5.156 -1.137
As 4.553 -4.811 -2.435
C 5.071 -6.675 -2.830
C 4.152 -7.712 -2.954
C 4.562 -8.991 -3.310
C 5.897 -9.246 -3.576
C 6.818 -8.209 -3.505
C 6.406 -6.938 -3.140
C 5.974 -4.497 -1.117
C 6.582 -3.245 -1.084
C 7.589 -2.969 -0.170
C 8.008 -3.949 0.716
C 7.400 -5.198 0.700
C 6.385 -5.465 -0.204
P 1.383 -2.683 -1.078
C 2.086 -2.686 0.619
C 3.437 -2.623 0.959
C 3.824 -2.629 2.291
C 2.872 -2.714 3.297
C 1.528 -2.801 2.970
C 1.140 -2.787 1.639
C 2.654 -1.791 -2.049
C 2.786 -2.075 -3.410
C 3.627 -1.326 -4.216
C 4.338 -0.261 -3.681
C 4.172 0.069 -2.343
C 3.328 -0.679 -1.538
H 0.974 -4.991 -0.800
H 1.420 -4.696 -2.471
H 2.951 -6.241 -1.098
H 3.430 -4.840 -0.153
H 3.099 -7.524 -2.775
H 3.833 -9.789 -3.382
H 6.220 -10.245 -3.843
H 7.861 -8.392 -3.738
H 7.128 -6.131 -3.086
H 6.253 -2.482 -1.782
H 8.047 -1.988 -0.151
H 8.801 -3.742 1.424
H 7.720 -5.964 1.396
H 5.914 -6.442 -0.209
H 4.193 -2.544 0.189
H 4.877 -2.561 2.539
H 3.178 -2.677 4.335
H 0.775 -2.842 3.745
H 0.086 -2.802 1.384
H 2.207 -2.881 -3.846
H 3.724 -1.575 -5.266
H 4.994 0.326 -4.312
H 4.695 0.919 -1.922
H 3.175 -0.385 -0.507
F -6.724 -1.326 3.699
C -5.567 -1.080 3.045
C -4.528 -1.995 3.083
F -4.682 -3.135 3.782
C -3.349 -1.749 2.415
F -2.374 -2.675 2.470
C -3.112 -0.575 1.651
O -2.032 -0.365 1.017
C -4.208 0.326 1.659
F -4.071 1.481 0.973
C -5.390 0.089 2.326
F -6.387 0.992 2.288
F 0.883 0.022 1.800
C 0.337 0.595 3.024
F -0.495 1.617 2.446
C 1.548 1.332 3.572
F 2.208 2.168 2.731
F 1.232 2.065 4.659
F 2.475 0.428 3.976
```

Output
HOMO-LUMO gap = 6.35 eV
Highest occupied orbital energy = -0.107 hartree
Net charge = -2
LUMO = 3.4 eV
Energy relative to the best compared isomer or geometry (same formula, charge and spin) = 71.85 kcal/mol
Multiplicity = 1

***

[2]
Density functional theory data (the ωB97M-V functional and the def2-TZVPD basis) for 12 unconnected molecules or ions with the total composition C48H114O21 at a distorted geometry.

Structure (XYZ):
```
183
Properties=species:S:1:pos:R:3
C 1.353 0.897 -3.942
C 0.928 1.779 -5.052
C 0.911 0.782 -6.195
O 1.907 -0.213 -5.888
C 2.425 0.032 -4.560
H 0.497 0.283 -3.642
H 1.713 1.425 -3.062
H 1.672 2.562 -5.199
H -0.065 2.187 -4.881
H 1.121 1.388 -7.079
H -0.073 0.307 -6.240
H 3.381 0.570 -4.615
H 2.615 -0.900 -4.019
C 0.455 -3.769 -4.745
C -0.568 -2.761 -4.248
C -1.106 -3.422 -2.998
O 0.077 -4.005 -2.463
C 0.838 -4.598 -3.552
H 1.365 -3.329 -5.148
H -0.013 -4.365 -5.527
H -1.294 -2.527 -5.029
H -0.178 -1.775 -3.976
H -1.830 -4.236 -3.159
H -1.582 -2.760 -2.268
H 0.598 -5.659 -3.662
H 1.887 -4.455 -3.292
C 1.354 -0.316 6.714
C 0.729 0.362 5.516
C 1.816 0.446 4.523
O 2.987 0.657 5.276
C 2.849 0.078 6.576
H 1.185 -1.389 6.617
H 0.798 -0.006 7.599
H 0.390 1.346 5.846
H -0.138 -0.137 5.086
H 1.726 1.225 3.763
H 1.785 -0.485 3.927
H 3.090 0.817 7.343
H 3.513 -0.776 6.730
C -4.157 3.513 0.576
O -3.728 4.211 -0.615
C -4.495 3.812 -1.732
C -5.963 4.231 -1.681
O -6.178 5.562 -1.265
C -6.357 6.494 -2.299
H -3.644 3.998 1.404
H -3.823 2.469 0.575
H -5.244 3.536 0.678
H -4.420 2.732 -1.938
H -3.961 4.349 -2.520
H -6.602 3.633 -1.019
H -6.420 3.988 -2.656
H -7.270 6.266 -2.860
H -5.477 6.495 -2.950
H -6.472 7.489 -1.874
C 1.327 -3.393 2.698
O 1.464 -3.946 3.994
C 0.258 -4.006 4.743
C 0.590 -4.532 6.149
O 1.187 -5.828 6.085
C 1.825 -6.191 7.311
H 0.327 -3.524 2.263
H 2.073 -3.771 1.998
H 1.402 -2.291 2.698
H -0.491 -4.647 4.250
H -0.241 -3.022 4.710
H -0.348 -4.601 6.721
H 1.137 -3.739 6.681
H 1.102 -6.146 8.134
H 2.657 -5.517 7.542
H 2.216 -7.202 7.227
C -3.556 -6.874 0.405
O -3.445 -5.447 0.569
C -2.095 -4.976 0.562
C -2.110 -3.452 0.761
O -2.568 -3.149 2.063
C -2.590 -1.732 2.281
H -2.830 -7.430 1.006
H -3.399 -7.142 -0.651
H -4.574 -7.177 0.640
H -1.661 -5.163 -0.431
H -1.445 -5.453 1.308
H -2.742 -2.957 0.005
H -1.092 -3.056 0.630
H -1.600 -1.264 2.254
H -3.105 -1.519 3.213
H -3.162 -1.212 1.502
C -4.629 2.493 4.443
O -4.337 1.108 4.451
C -5.488 0.265 4.284
C -6.188 0.394 2.923
O -5.240 0.422 1.871
C -5.784 0.417 0.551
H -5.228 2.753 3.562
H -3.704 3.058 4.360
H -5.210 2.822 5.315
H -6.218 0.557 5.056
H -5.183 -0.757 4.508
H -6.865 1.255 2.812
H -6.825 -0.504 2.875
H -6.260 -0.532 0.283
H -5.027 0.635 -0.203
H -6.542 1.213 0.510
C 5.353 0.840 -1.729
O 5.840 0.922 -3.086
C 6.462 -0.298 -3.527
C 6.699 -0.230 -5.034
O 7.486 0.871 -5.370
C 7.847 0.957 -6.717
H 4.633 0.019 -1.619
H 4.791 1.740 -1.469
H 6.158 0.750 -0.995
H 5.859 -1.177 -3.253
H 7.427 -0.319 -3.009
H 5.741 -0.062 -5.554
H 7.135 -1.164 -5.426
H 7.022 1.002 -7.441
H 8.489 0.099 -6.960
H 8.491 1.831 -6.801
C 0.625 4.516 3.856
O 1.350 4.995 2.774
C 2.573 4.268 2.529
C 3.003 4.412 1.060
O 1.979 4.004 0.142
C 2.318 4.268 -1.205
H 1.231 4.673 4.758
H 0.333 3.458 3.800
H -0.262 5.145 3.948
H 2.540 3.212 2.833
H 3.367 4.706 3.153
H 3.955 3.908 0.823
H 3.154 5.480 0.850
H 1.655 3.749 -1.894
H 3.324 3.856 -1.346
H 2.325 5.346 -1.414
C 3.925 0.398 1.614
O 5.026 -0.396 1.234
C 5.266 -1.436 2.182
C 6.226 -2.543 1.668
O 5.725 -3.437 0.677
C 5.409 -2.897 -0.571
H 4.070 0.799 2.624
H 3.006 -0.201 1.583
H 3.816 1.210 0.894
H 4.313 -1.916 2.434
H 5.713 -1.056 3.113
H 6.624 -3.175 2.465
H 7.083 -1.993 1.249
H 5.602 -3.672 -1.315
H 5.972 -2.007 -0.873
H 4.340 -2.658 -0.606
C -6.085 3.519 -5.490
O -4.925 3.132 -4.755
C -4.113 2.046 -5.322
C -2.944 1.622 -4.432
O -3.452 0.658 -3.486
C -2.580 0.238 -2.471
H -5.853 3.931 -6.481
H -6.538 4.364 -4.963
H -6.850 2.736 -5.548
H -3.726 2.402 -6.290
H -4.671 1.171 -5.702
H -2.487 2.457 -3.890
H -2.175 1.203 -5.098
H -2.370 1.087 -1.808
H -1.637 -0.192 -2.848
H -3.071 -0.537 -1.877
C -1.699 1.520 2.376
O -1.220 0.909 1.177
C 0.082 1.337 0.760
C 0.589 0.445 -0.423
O 0.971 -0.848 0.070
C 1.495 -1.669 -0.961
H -1.146 1.123 3.246
H -2.731 1.263 2.628
H -1.535 2.604 2.454
H 0.815 1.373 1.576
H -0.015 2.362 0.381
H 1.433 0.967 -0.911
H -0.166 0.412 -1.227
H 1.515 -2.668 -0.526
H 2.529 -1.353 -1.178
H 0.857 -1.693 -1.849
```

Output
HOMO-LUMO gap = 9.87 eV
Highest occupied orbital energy = -0.340 hartree
LUMO = 0.6 eV
SMILES = C1CCOC1.C1CCOC1.C1CCOC1.COCCOC.COCCOC.COCCOC.COCCOC.COCCOC.COCCOC.COCCOC.COCCOC.COCCOC
Multiplicity = 1

***

Q: Look up the highest occupied orbital energy of the first one.
A: -0.107 hartree